# 1
C4H6F12Li2N2O11S4 | wB97M-V/def2-TZVPD

CARTESIAN COORDINATES (ANGSTROEM)
Li1 0.30566 -0.41151 0.66052
Li2 -1.20408 0.00791 -1.33234
C1 0.56671 -2.79511 -2.94508
F1 -0.18776 -1.83671 -3.53285
F2 -0.26978 -3.77198 -2.56089
F3 1.42468 -3.26556 -3.79994
S1 1.46658 -2.11115 -1.44040
O1 0.95058 -2.85836 -0.33257
O2 2.85506 -2.21886 -1.71774
N1 0.91395 -0.55098 -1.30183
S2 1.56754 0.40715 -2.46035
O3 2.15539 -0.29024 -3.54593
O4 0.55156 1.37484 -2.73183
C2 3.01716 1.25836 -1.68085
F4 2.66741 1.85936 -0.54159
F5 3.98474 0.39761 -1.43444
F6 3.43138 2.17652 -2.53000
C3 -2.78749 -0.55535 2.11084
F7 -1.78658 -0.42146 2.95972
F8 -2.66333 -1.76315 1.51558
F9 -3.93273 -0.52510 2.74755
S3 -2.83417 0.86015 0.89826
O5 -3.51822 0.35775 -0.23741
O6 -3.37720 1.88592 1.70689
N2 -1.21456 1.03944 0.36913
S4 -0.86895 2.62921 0.43811
O7 0.37469 2.89944 -0.19569
O8 -1.96320 3.45002 0.05753
C4 -0.55574 3.02809 2.25731
F10 -0.79070 2.02138 3.08897
F11 0.73404 3.39113 2.39995
F12 -1.28119 4.06529 2.60694
O9 0.49210 -1.80499 2.01425
H1 0.99667 -2.61781 2.11526
H2 0.34988 -1.45800 2.90409
O10 -1.68645 -1.86122 -0.89013
H3 -1.79631 -2.47196 -1.62850
H4 -2.23072 -2.22171 -0.18113
O11 1.81319 0.73156 1.80033
H5 2.11141 1.64864 1.80051
H6 2.21877 0.32143 2.56973

As for the HOMO-LUMO gap: 10.759 eV. As for the HOMO energy: -11.3 eV.

=====

# 2
C4H6F2N4O3 | wB97M-V/def2-TZVPD

CARTESIAN COORDINATES (ANGSTROEM)
C1 -0.37986 -0.05223 -0.32213
C2 1.16523 1.41568 0.48084
C3 -0.81050 2.39164 -0.61598
C4 0.75917 -2.13388 0.50979
N1 -0.02803 1.27772 -0.15399
N2 0.66038 -0.72023 0.24922
N3 1.52489 0.12907 0.83510
N4 3.54028 -0.64493 -0.46564
O1 -1.30855 -0.51384 -0.92820
O2 1.69186 2.46100 0.71949
O3 2.77311 -0.38598 0.95973
F1 4.34567 0.43453 -0.65578
F2 4.41359 -1.59073 -0.12012
H1 -0.08870 3.04274 -1.03009
H2 -1.65575 1.98798 -1.09753
H3 -1.21443 3.02079 0.17118
H4 1.53574 -2.56666 -0.25358
H5 1.22318 -2.40445 1.59195
H6 -0.13389 -2.63785 0.25218

As for the HOMO-LUMO gap: 9.278 eV. Its SMILES is Cn1c(=O)n(C)n(ON(F)F)c1=O. As for the HOMO energy: -9.2 eV. As for the energy above the lowest of the compared OMol25 structures with the same formula, charge and spin: 17.7 kJ/mol.

=====

# 3
C4H6F2O | wB97M-V/def2-TZVPD

CARTESIAN COORDINATES (ANGSTROEM)
C1 0.64275 -0.08106 -1.30244
C2 0.08951 0.30727 0.05967
C3 -1.27475 0.91722 0.02670
C4 0.10908 -0.81480 1.10695
H1 1.67309 -0.32909 -1.31614
H2 0.11800 -0.90431 -1.69457
H3 0.44070 0.77798 -1.94181
H4 0.80673 1.02494 0.45303
H5 -1.63890 1.12994 1.00782
H6 -0.52302 -1.66812 0.99171
O1 -1.85029 1.19030 -1.00340
F1 1.44799 -1.28655 1.26235
F2 -0.04088 -0.26374 2.35011

As for the HOMO-LUMO gap: 11.125 eV. Its SMILES is C[C@@H](C=O)C(F)F. As for the HOMO energy: -10.5 eV. As for the energy above the lowest of the compared OMol25 structures with the same formula, charge and spin: 46.8 kJ/mol.

=====

# 4
C4H6F3N | wB97M-V/def2-TZVPD

CARTESIAN COORDINATES (ANGSTROEM)
C1 -1.70257 0.58253 0.14467
C2 -0.05597 -0.75000 -0.85434
C3 1.16298 0.91163 0.65303
C4 1.26063 -0.33629 0.10048
N1 -1.20813 -0.63465 -0.10026
F1 1.19310 2.02573 -0.03696
F2 2.29609 -0.44259 -0.77907
F3 1.39428 -1.39168 0.94345
H1 -2.48778 0.67564 0.91993
H2 -1.34240 1.45171 -0.48293
H3 -0.20091 -0.10632 -1.71380
H4 0.01356 -1.87005 -1.13854
H5 0.81545 1.13513 1.63890
H6 -1.13832 -1.25079 0.70544

As for the HOMO-LUMO gap (spin up / spin down): 9.022 / 6.612 eV. As for the HOMO energy (spin up / spin down): -8.3 / -6.8 eV. As for the energy above the lowest of the compared OMol25 structures with the same formula, charge and spin: 336.1 kJ/mol.

=====

# 5
C4H6F3NS | wB97M-V/def2-TZVPD

CARTESIAN COORDINATES (ANGSTROEM)
C1 1.41817 -1.20314 -1.08998
C2 -0.27869 0.52322 0.84337
C3 0.14939 -0.45135 -1.40011
C4 -0.68410 -1.10484 -2.38694
N1 -0.68696 -0.36286 -0.22959
F1 -0.05726 -1.07534 -3.56482
F2 -1.04028 -2.41662 -2.15199
F3 -1.86766 -0.49180 -2.51115
S1 2.82226 -0.76575 -1.69843
H1 1.47415 -2.11547 -0.40299
H2 0.42582 -0.06719 1.47480
H3 0.46915 1.36887 0.53137
H4 -1.10581 0.91719 1.47063
H5 0.60153 0.62867 -1.68370
H6 -1.60780 -0.01603 -0.46105

As for the HOMO-LUMO gap: 8.563 eV. Its SMILES is CN[C@@H](C=S)C(F)(F)F. As for the HOMO energy: -9.2 eV. As for the energy above the lowest of the compared OMol25 structures with the same formula, charge and spin: 131.6 kJ/mol.

=====

# 6
C4H6FN2 | wB97M-V/def2-TZVPD

CARTESIAN COORDINATES (ANGSTROEM)
C1 0.09035 -1.19673 -0.43094
C2 0.47531 0.02211 0.02170
C3 -1.74687 0.02365 0.15342
C4 1.78594 0.69614 0.13777
N1 -0.66978 0.75268 0.37274
N2 -1.25846 -1.34001 -0.33498
F1 -2.95448 0.42503 0.33796
H1 0.53943 -2.09744 -0.72388
H2 1.61425 1.47540 0.99536
H3 2.74585 0.06164 0.33963
H4 1.84897 1.38245 -0.75789
H5 -0.60946 1.76600 0.60968
H6 -1.86107 -1.97092 -0.72056

As for the total charge: +1. As for the HOMO-LUMO gap: 10.184 eV. Its SMILES is Cc1c[nH+]c(F)[nH]1. As for the HOMO energy: -14.0 eV. As for the energy above the lowest of the compared OMol25 structures with the same formula, charge and spin: 52.9 kJ/mol.

=====

# 7
C4H6FNO | wB97M-V/def2-TZVPD

CARTESIAN COORDINATES (ANGSTROEM)
C1 -1.20645 -0.12909 -3.00072
C2 -0.36994 -0.11084 1.17347
C3 0.63480 -0.61419 -0.88389
C4 -0.48462 0.71921 -2.14022
N1 -1.73951 -0.86684 -3.69905
O1 -0.17390 -1.01890 0.10732
F1 0.51605 1.43018 -2.73245
H1 -1.10243 -0.56623 1.83492
H2 -0.75596 0.84640 0.81130
H3 0.56500 0.06376 1.71283
H4 1.44957 0.05470 -0.63403
H5 0.83964 -1.41235 -1.58120
H6 -1.04546 1.34951 -1.45934

As for the HOMO-LUMO gap: 9.680 eV. As for the HOMO energy: -9.1 eV. As for the energy above the lowest of the compared OMol25 structures with the same formula, charge and spin: 279.8 kJ/mol.

=====

# 8
C4H6FNO | wB97M-V/def2-TZVPD

CARTESIAN COORDINATES (ANGSTROEM)
C1 -2.47322 -0.11698 -1.03618
C2 -1.75877 -0.65052 -0.10806
C3 0.99841 1.29710 -0.15539
C4 1.64219 -0.70047 0.92479
N1 1.53388 0.69440 0.77598
O1 -1.09388 -0.94144 0.81001
F1 0.92361 2.63163 -0.22457
H1 -3.52519 -0.17037 -1.15712
H2 -1.84212 0.21480 -1.84230
H3 0.29997 0.92052 -0.89521
H4 1.34630 -1.28368 0.03138
H5 2.80891 -0.86238 0.98375
H6 1.13990 -1.03260 1.89293

As for the HOMO-LUMO gap: 10.502 eV. Its SMILES is C/N=C/F.C=C=O. As for the HOMO energy: -9.7 eV. As for the energy above the lowest of the compared OMol25 structures with the same formula, charge and spin: 208.3 kJ/mol.

=====

# 9
C4H6FNO | wB97M-V/def2-TZVPD

CARTESIAN COORDINATES (ANGSTROEM)
C1 2.31260 -1.76689 1.11423
C2 -1.79033 1.16159 -0.10363
C3 1.55429 -1.19838 0.17878
C4 -0.97538 -0.83382 1.08961
N1 -1.53697 -0.19680 -0.03009
O1 -1.39333 1.97622 0.72555
F1 1.70490 -1.23973 -1.21393
H1 3.29006 -2.18503 0.93421
H2 2.04339 -1.64981 2.11993
H3 -2.11134 1.50118 -1.06471
H4 -0.35691 -0.27478 1.75755
H5 -0.84921 -1.86385 0.93526
H6 -1.98577 -0.72162 -0.75186

As for the HOMO-LUMO gap (spin up / spin down): 9.393 / 7.283 eV. As for the HOMO energy (spin up / spin down): -9.6 / -8.0 eV. As for the energy above the lowest of the compared OMol25 structures with the same formula, charge and spin: 458.4 kJ/mol.

=====

# 10
C4H6FNO | wB97M-V/def2-TZVPD

CARTESIAN COORDINATES (ANGSTROEM)
C1 1.07143 -1.42673 0.08289
C2 -0.08843 -0.43264 -0.28346
C3 -1.44155 -0.66071 -0.26494
C4 0.52566 0.97784 -0.29454
H1 1.17543 -1.23740 1.42702
H2 2.11658 -1.10078 -0.42020
H3 0.81548 -2.43216 -0.30273
H4 -1.75313 -1.77713 -0.10069
H5 -0.02199 3.00185 0.52218
H6 -1.25279 1.76622 0.21307
N1 -0.39114 2.05223 0.06750
O1 1.70433 1.01508 -0.42301
F1 -2.45987 0.25433 -0.22308

As for the HOMO-LUMO gap: 10.449 eV. As for the HOMO energy: -9.7 eV. As for the energy above the lowest of the compared OMol25 structures with the same formula, charge and spin: 230.5 kJ/mol.

=====

# 11
C4H6FNO | wB97M-V/def2-TZVPD

CARTESIAN COORDINATES (ANGSTROEM)
C1 1.50359 -0.61698 -0.34053
C2 0.23851 1.56897 -0.29291
C3 -0.59754 -0.50955 0.61001
C4 -1.92875 -0.49772 0.26281
H1 2.40748 0.00144 -0.60961
H2 1.53027 -1.40731 -1.16901
H3 1.48561 -1.29564 0.75750
H4 0.95288 1.94176 -0.98333
H5 -0.12695 -0.93269 1.62405
H6 -2.78689 -0.60110 1.00061
N1 0.31790 0.14586 -0.29839
O1 -0.63166 2.16819 0.37383
F1 -2.36446 0.03476 -0.93503

As for the HOMO-LUMO gap: 9.939 eV. Its SMILES is CN(C=O)/C=C\F. As for the HOMO energy: -9.2 eV. As for the energy above the lowest of the compared OMol25 structures with the same formula, charge and spin: 242.3 kJ/mol.

=====

# 12
C4H6FNS | wB97M-V/def2-TZVPD

CARTESIAN COORDINATES (ANGSTROEM)
C1 0.53873 0.88413 2.50970
C2 0.09432 0.44979 1.15016
C3 1.02776 -0.16536 -1.05291
C4 0.18594 -0.94739 -1.67809
H1 -0.07310 1.74927 2.81520
H2 0.29195 0.10392 3.23224
H3 1.57844 1.03281 2.70600
H4 1.97257 0.25384 0.61509
H5 1.80651 0.37792 -1.56820
H6 -0.60456 -1.58085 -1.22139
N1 1.06477 -0.05951 0.37606
F1 0.07866 -1.14657 -3.00219
S1 -1.51335 0.46699 0.76470

As for the HOMO-LUMO gap: 8.981 eV. Its SMILES is CC(=S)N/C=C/F. As for the HOMO energy: -8.4 eV. As for the energy above the lowest of the compared OMol25 structures with the same formula, charge and spin: 111.4 kJ/mol.

=====

Looking at max |F| for the records above, in order, we have 2.4, 4.1, 3.6, 5.0, 4.4, 9.0, 4.1, 2.8, 3.1, 8.4, 4.2, 2.9 eV/A.